Below is a molecular structure, C57H52ClN2P3SiTa at a distorted geometry, with properties calculated with ωB97M-V/def2-TZVPD.

Last column: Löwdin charge in e.
Geometry (Å):
Ta  0.157  -0.455  -0.752  1.097
Cl  0.461  -2.604  -1.675  0.253
P  -2.173  -1.749  0.298  1.001
P  2.665  -0.833  0.486  0.985
P  -0.366  2.223  -0.347  1.001
Si  0.009  -0.053  1.845  0.554
N  -1.212  0.126  -2.760  -0.058
N  1.696  0.458  -2.569  -0.046
C  -1.010  -4.110  1.053  -0.125
C  3.445  -4.839  0.624  -0.036
C  -4.790  3.653  -0.875  -0.044
C  -1.887  -6.306  0.554  -0.029
C  3.681  1.727  0.128  -0.090
C  -2.598  -1.199  1.970  -0.397
C  -1.949  -0.118  4.036  -0.080
C  1.201  -1.290  4.278  -0.076
C  -3.661  -1.992  -2.068  -0.142
C  -4.006  -1.417  3.909  -0.027
C  4.041  -5.068  -0.626  -0.014
C  0.225  1.769  2.398  -0.278
C  2.579  -0.879  2.297  -0.396
C  6.267  0.773  -0.390  -0.034
C  4.681  2.613  -0.293  -0.045
C  0.557  3.587  -2.560  -0.167
C  3.611  -1.243  4.459  -0.035
C  -5.700  -0.775  -2.565  -0.033
C  3.976  0.360  0.154  -0.384
C  -4.754  -1.752  -2.895  -0.059
C  -0.242  4.426  3.139  -0.012
C  0.448  -0.085  -4.638  -0.162
C  1.703  -0.354  -3.814  -0.255
C  0.631  3.571  -1.162  -0.335
C  1.273  4.488  -3.342  -0.046
C  5.962  2.131  -0.607  -0.024
C  1.305  -0.943  2.947  -0.299
C  -0.895  -0.607  -4.029  -0.224
C  -0.907  -5.498  1.174  -0.033
C  3.882  -2.688  -1.141  -0.141
C  3.236  -2.486  0.096  -0.425
C  -0.080  2.704  1.401  -0.426
C  1.990  5.510  -2.728  -0.022
C  2.033  5.532  -1.319  -0.042
C  -2.931  -5.722  -0.146  -0.036
C  -2.095  2.840  -0.582  -0.341
C  -3.573  -1.359  -0.802  -0.387
C  4.284  -3.958  -1.463  -0.057
C  2.915  -3.576  0.903  -0.086
C  -4.329  3.137  0.323  -0.065
C  -1.653  -0.448  2.715  -0.282
C  -4.490  -0.365  -0.507  -0.090
C  3.729  -0.967  3.086  -0.049
C  -2.584  3.354  -1.798  -0.094
C  2.367  -1.374  5.092  -0.018
C  -0.428  4.004  1.810  -0.095
C  1.481  4.506  -0.578  -0.101
C  -2.082  -3.547  0.398  -0.411
C  -3.005  2.733  0.479  -0.099
C  0.488  2.174  3.716  -0.071
C  0.220  3.490  4.094  -0.021
C  -3.921  3.693  -1.977  -0.040
C  -3.774  -1.653  2.541  -0.070
C  5.277  -0.109  -0.031  -0.095
C  -3.078  -4.336  -0.121  -0.080
C  -3.111  -0.626  4.649  -0.023
C  -5.558  -0.042  -1.367  -0.028
H  2.685  2.083  0.373  0.076
H  -4.849  -2.404  -3.781  0.131
H  1.441  1.425  -2.790  0.048
H  4.731  -0.897  2.627  0.124
H  -1.936  3.501  -2.662  0.088
H  1.817  -1.424  -3.509  0.069
H  -4.225  4.009  -2.990  0.129
H  4.506  -1.472  5.044  0.124
H  -0.068  -5.953  1.679  0.110
H  -1.773  -7.392  0.613  0.126
H  0.870  1.460  4.442  0.107
H  0.195  -1.480  4.735  0.122
H  2.278  -1.530  6.169  0.124
H  -3.591  -6.313  -0.727  0.111
H  -4.005  -3.925  -0.549  0.118
H  1.734  4.417  0.503  0.124
H  4.448  3.693  -0.420  0.118
H  -3.365  -0.392  5.705  0.133
H  4.335  -6.063  -0.950  0.123
H  -0.904  4.627  1.071  0.115
H  -1.727  -0.518  -4.770  0.140
H  1.168  4.408  -4.419  0.120
H  0.535  -0.545  -5.640  0.138
H  -2.689  2.286  1.428  0.112
H  -0.069  2.863  -3.065  0.060
H  -4.926  -1.805  4.353  0.124
H  2.609  -0.102  -4.390  0.135
H  3.298  -5.642  1.351  0.122
H  2.329  -3.427  1.837  0.117
H  -1.271  1.132  -2.969  0.063
H  2.611  6.343  -0.808  0.141
H  -0.217  -3.467  1.443  0.087
H  -2.882  -2.665  -2.379  0.100
H  -6.219  0.800  -1.136  0.117
H  3.986  -1.814  -1.826  0.117
H  0.386  0.992  -4.825  0.111
H  2.653  0.455  -2.155  0.081
H  6.735  2.798  -0.954  0.117
H  7.290  0.429  -0.552  0.129
H  -5.006  2.990  1.176  0.130
H  -0.387  5.487  3.374  0.127
H  4.817  -4.089  -2.388  0.116
H  5.488  -1.171  0.031  0.110
H  -2.170  -0.123  -2.475  0.059
H  2.515  6.259  -3.299  0.121
H  -4.476  -2.203  1.886  0.128
H  -5.807  3.989  -0.952  0.118
H  -6.475  -0.575  -3.335  0.133
H  -1.251  0.534  4.572  0.099
H  -0.756  -1.696  -3.792  0.074
H  -4.408  0.167  0.437  0.096
H  0.361  3.780  5.131  0.122

For the orbital gap, the calculation gives 5.95 eV. Its total energy is -4142.7597 hartree. The net charge is +3. The calculation puts the LUMO energy at -0.3608 Ha.